--- a ---
ORCA calculation (wB97M-V/def2-TZVPD) on the molecule C3H9NS2.

Each line ends with the Mulliken charge.
CARTESIAN COORDINATES (ANGSTROEM)
N (1.55, -0.84, -1.06)  -0.587
C (0.53, 0.14, -0.66)  0.398
C (-0.94, 0.00, -1.19)  -1.181
C (0.61, 0.39, 0.85)  -0.894
S (-0.75, 1.40, 1.71)  -0.056
S (-1.27, 0.13, 3.19)  -0.225
H (1.87, -0.57, -1.98)  0.256
H (1.33, -1.82, -1.02)  0.224
H (0.85, 1.11, -1.09)  0.202
H (-1.53, -0.55, -0.39)  0.210
H (-0.75, -0.52, -2.13)  0.386
H (-1.43, 0.95, -1.37)  0.326
H (1.41, 1.12, 1.02)  0.328
H (0.84, -0.44, 1.53)  0.458
H (-2.35, -0.49, 2.58)  0.154

Properties
- HOMO level (Ha) = -0.3306
- 2S+1 = 1
- structure (SMILES) = C[C@H](N)CSS


--- b ---
ORCA calculation (wB97M-V/def2-TZVPD) on C3H9NS2 as an isolated structure.

Each line ends with the Mulliken charge.
CARTESIAN COORDINATES (ANGSTROEM)
S (0.84, 3.33, 0.91)  -0.184
S (-0.42, -2.43, -0.65)  -0.242
C (0.81, -1.27, -0.01)  -0.470
C (0.09, -0.32, 0.96)  -0.772
C (-0.57, 0.87, 0.23)  -0.136
N (-0.79, 0.78, -1.18)  -0.466
H (0.46, -3.35, -1.08)  0.120
H (1.65, -1.75, 0.46)  0.401
H (1.21, -0.65, -0.82)  0.313
H (-0.70, -0.87, 1.47)  0.386
H (0.76, 0.20, 1.65)  0.340
H (-1.49, 1.18, 0.75)  0.467
H (0.03, 1.81, 0.48)  -0.256
H (-0.18, 1.43, -1.66)  0.270
H (-1.72, 1.01, -1.50)  0.227

Properties
- HOMO level (Ha) = -0.3351
- 2S+1 = 1


--- c ---
ORCA calculation (wB97M-V/def2-TZVPD) on the molecule C3H9NS2.

Each line ends with the Mulliken charge.
CARTESIAN COORDINATES (ANGSTROEM)
S (2.18, 1.97, 1.88)  -0.211
S (1.30, 0.15, 1.68)  -0.108
C (-0.48, 0.35, 1.27)  -0.622
C (-0.88, -0.37, 0.01)  -0.562
C (0.02, -0.25, -1.22)  -0.389
N (-0.45, -1.21, -2.24)  -0.586
H (2.13, 2.20, 3.22)  0.146
H (-1.00, -0.01, 2.15)  0.370
H (-0.68, 1.42, 1.21)  0.377
H (-0.99, -1.44, 0.23)  0.301
H (-1.86, -0.01, -0.31)  0.254
H (-0.10, 0.70, -1.75)  0.293
H (1.07, -0.38, -0.98)  0.319
H (-0.06, -0.95, -3.13)  0.221
H (-0.20, -2.17, -2.02)  0.197

Properties
- HOMO level (Ha) = -0.3252
- 2S+1 = 1
- structure (SMILES) = NCCCSS


Q: Which of them is the least stable? A: b.


--- a ---
ORCA calculation (wB97M-V/def2-TZVPD) on C4H9FO2 as an isolated structure.

Each line ends with the Mulliken charge.
CARTESIAN COORDINATES (ANGSTROEM)
C (0.58, 1.97, -0.15)  -0.662
C (-1.25, 0.37, -0.39)  -0.469
C (-0.53, -1.79, 0.06)  -0.456
C (0.78, -1.10, 0.78)  -0.193
H (1.60, 2.03, 0.47)  0.284
H (1.07, 1.29, -0.86)  0.274
H (0.49, 3.17, -0.76)  0.238
H (-2.19, 0.65, -0.70)  0.397
H (-0.51, 0.19, -1.15)  0.465
H (-1.01, -2.67, 0.34)  0.365
H (-0.13, -1.93, -1.06)  0.237
H (1.62, -1.83, 1.62)  0.286
H (0.29, -0.44, 1.57)  0.307
O (-0.78, 1.46, 0.46)  -0.340
O (-1.63, -0.83, 0.16)  -0.420
F (1.58, -0.53, -0.37)  -0.310

Properties
- HOMO level (Ha) = -0.3741
- 2S+1 = 1


--- b ---
ORCA calculation (wB97M-V/def2-TZVPD) on a 4-piece molecular cluster, C4H9FO2 overall.

Each line ends with the Mulliken charge.
CARTESIAN COORDINATES (ANGSTROEM)
C (0.50, 1.59, -0.83)  -0.426
C (0.18, -0.23, 0.84)  0.078
C (-1.50, -0.29, 0.43)  -0.493
C (1.10, -1.15, 0.38)  -0.391
H (-0.83, 2.24, -0.63)  0.154
H (1.84, 2.32, -0.99)  0.225
H (0.21, 0.24, -1.85)  0.180
H (0.15, -0.03, 1.97)  0.306
H (-1.85, 0.81, 0.68)  0.256
H (-2.18, -1.00, 1.10)  0.275
H (-0.93, -1.16, -1.38)  0.346
H (1.01, -2.19, 0.80)  0.344
H (2.10, -0.75, 1.05)  0.246
O (0.56, 1.11, 0.51)  -0.317
O (-1.64, -0.51, -1.02)  -0.486
F (1.29, -1.03, -1.08)  -0.298

Properties
- HOMO level (Ha) = -0.3313
- 2S+1 = 1


Q: Which of them is the least stable? A: b.


--- a ---
ORCA calculation (wB97M-V/def2-TZVPD) on a 2-piece molecular cluster, C3H5FS overall.

Each line ends with the Mulliken charge.
CARTESIAN COORDINATES (ANGSTROEM)
C (0.06, -2.11, 1.57)  -0.374
C (-0.58, -2.20, 2.57)  -0.350
C (0.29, 1.88, -1.35)  -0.162
F (1.58, 1.74, -1.71)  -0.221
S (-0.85, 0.45, -1.23)  -0.210
H (0.82, -1.86, 0.86)  0.359
H (0.09, -0.30, -1.73)  0.112
H (-1.36, -2.33, 3.29)  0.374
H (-0.31, 2.56, -1.94)  0.246
H (0.24, 2.17, -0.34)  0.226

Properties
- HOMO level (Ha) = -0.3436
- 2S+1 = 1
- structure (SMILES) = C#C.FCS


--- b ---
ORCA calculation (wB97M-V/def2-TZVPD) on C3H5FS as an isolated structure.

Each line ends with the Mulliken charge.
CARTESIAN COORDINATES (ANGSTROEM)
C (-0.64, -0.04, 0.17)  0.331
C (0.32, -1.15, -0.06)  -0.684
C (0.35, 1.14, -0.04)  -0.660
H (-1.07, -0.03, 1.24)  0.222
H (0.46, -1.75, 0.79)  0.323
H (-0.02, -1.66, -0.94)  0.326
H (0.60, 1.69, 0.81)  0.308
H (-0.01, 1.79, -0.81)  0.322
F (-1.69, 0.03, -0.70)  -0.318
S (1.71, -0.01, -0.45)  -0.169

Properties
- HOMO level (Ha) = -0.3273
- 2S+1 = 1


Q: Which of them is the least stable? A: a.


--- a ---
ORCA calculation (wB97M-V/def2-TZVPD) on a 3-piece molecular cluster, C2H12N2O2 overall.

Each line ends with the Mulliken charge.
CARTESIAN COORDINATES (ANGSTROEM)
C (1.21, 0.18, -1.93)  -0.986
N (0.10, -0.17, -1.02)  -0.278
C (0.59, -0.44, 0.26)  -0.458
N (-0.30, 0.11, 1.31)  -0.562
H (1.09, -0.31, -2.82)  0.332
H (1.37, 1.24, -2.08)  0.279
H (2.18, -0.18, -1.45)  0.324
H (-0.54, 0.67, -1.13)  0.225
H (1.60, 0.00, 0.53)  0.368
H (0.79, -1.58, 0.32)  0.268
H (-0.60, 1.03, 1.00)  0.306
H (-1.10, -0.55, 1.40)  0.220
H (-0.29, 1.49, 3.25)  0.345
H (0.29, 2.43, 4.39)  0.339
O (-0.53, 2.42, 3.68)  -0.690
H (-2.70, -1.87, -1.90)  0.312
H (-1.26, -2.13, -1.59)  0.309
O (-1.91, -2.34, -2.23)  -0.653

Properties
- HOMO level (Ha) = -0.3409
- 2S+1 = 1
- structure (SMILES) = CNCN.O.O


--- b ---
ORCA calculation (wB97M-V/def2-TZVPD) on a 3-piece molecular cluster, C2H12N2O2 overall.

Each line ends with the Mulliken charge.
CARTESIAN COORDINATES (ANGSTROEM)
C (-0.83, 1.40, 0.66)  -0.375
C (-0.60, 0.08, 1.56)  -0.528
N (0.53, -0.75, 1.48)  -0.412
N (-1.51, 1.08, -0.62)  -0.539
H (-1.45, 2.03, 1.20)  0.362
H (0.19, 1.85, 0.39)  0.254
H (-0.64, 0.44, 2.63)  0.331
H (-1.60, -0.53, 1.27)  0.221
H (1.35, -0.36, 1.78)  0.224
H (0.84, -1.25, 0.67)  0.163
H (-1.15, 1.59, -1.36)  0.216
H (-2.48, 1.12, -0.58)  0.152
H (2.56, 0.31, -1.77)  0.265
H (1.77, -0.87, -1.45)  0.344
O (2.16, -0.15, -1.07)  -0.572
H (-0.58, -0.69, -1.31)  0.441
H (0.33, -1.68, -0.64)  0.204
O (-0.12, -1.49, -1.44)  -0.752

Properties
- HOMO level (Ha) = -0.3195
- 2S+1 = 1
- structure (SMILES) = NCCN.O.O


--- c ---
ORCA calculation (wB97M-V/def2-TZVPD) on a 3-piece molecular cluster, C2H12N2O2 overall.

Each line ends with the Mulliken charge.
CARTESIAN COORDINATES (ANGSTROEM)
N (-0.65, -0.82, -0.89)  -0.454
C (-0.32, -1.45, 0.41)  -0.498
C (-0.25, -0.48, 1.59)  -0.494
N (0.63, 0.63, 1.33)  -0.528
H (-1.58, -0.98, -1.23)  0.234
H (-0.58, 0.18, -0.85)  0.158
H (-1.14, -2.16, 0.56)  0.343
H (0.59, -2.02, 0.28)  0.246
H (0.16, -1.13, 2.38)  0.322
H (-1.21, -0.08, 1.89)  0.314
H (0.70, 1.30, 2.06)  0.224
H (1.55, 0.42, 1.00)  0.165
H (-0.56, 2.03, 0.26)  0.329
H (-1.48, 3.25, -0.09)  0.312
O (-1.47, 2.30, 0.11)  -0.647
H (1.71, 0.20, -1.83)  0.297
H (1.21, -1.11, -2.39)  0.340
O (2.01, -0.60, -2.28)  -0.661

Properties
- HOMO level (Ha) = -0.3413
- 2S+1 = 1
- structure (SMILES) = NCCN.O.O


Q: Which of them is the least stable? A: a.


--- a ---
ORCA calculation (wB97M-V/def2-TZVPD) on the molecule C3H5ClN2OS.

Each line ends with the Mulliken charge.
CARTESIAN COORDINATES (ANGSTROEM)
C (0.02, 0.32, 0.20)  0.417
C (-0.47, 1.80, -0.14)  -0.580
C (1.38, -0.07, 0.62)  0.364
H (-1.44, -1.96, -1.40)  0.333
H (0.04, -2.15, -0.23)  0.219
H (0.22, 2.76, 0.30)  0.275
H (-1.53, 1.79, -0.07)  0.354
H (0.14, -1.76, 1.42)  0.312
N (-0.91, -1.75, -0.31)  -0.622
N (-0.95, -0.36, -0.42)  -0.206
O (2.30, 0.50, 0.17)  -0.417
S (1.42, -1.58, 1.62)  -0.262
Cl (-0.24, 2.45, -1.76)  -0.187

Properties
- HOMO level (Ha) = -0.3653
- 2S+1 = 1
- structure (SMILES) = N/N=C(/CCl)C(=O)S


--- b ---
ORCA calculation (wB97M-V/def2-TZVPD) on the molecule C3H5ClN2OS.

Each line ends with the Mulliken charge.
CARTESIAN COORDINATES (ANGSTROEM)
C (-0.36, 0.02, 0.03)  0.568
C (-1.86, -0.46, 0.36)  -0.474
C (0.45, 0.59, 1.18)  0.344
H (1.46, -0.21, -2.62)  0.264
H (1.71, 0.69, -1.22)  0.220
H (-2.07, -0.66, 1.37)  0.330
H (-2.06, -1.34, -0.29)  0.303
H (2.44, -0.42, 0.42)  0.192
N (1.33, -0.12, -1.59)  -0.546
N (0.00, -0.25, -1.15)  -0.317
O (-0.10, 1.18, 2.08)  -0.484
S (2.08, 0.15, 1.61)  -0.202
Cl (-3.01, 0.83, -0.19)  -0.199

Properties
- HOMO level (Ha) = -0.3654
- 2S+1 = 1
- structure (SMILES) = N/N=C(/CCl)C(=O)S


Q: Which of them is the least stable? A: a.


--- a ---
ORCA calculation (wB97M-V/def2-TZVPD) on the molecule C2HBrF3NO.

Each line ends with the Mulliken charge.
CARTESIAN COORDINATES (ANGSTROEM)
C (1.22, 0.76, -0.48)  0.369
C (0.23, -0.32, -2.36)  0.247
N (-0.14, 0.36, -0.19)  -0.064
O (-0.60, -0.41, -1.23)  -0.180
F (2.06, 0.59, 0.52)  -0.206
F (1.39, 1.94, -1.06)  -0.183
F (0.26, -1.41, -3.09)  -0.166
Br (0.08, 1.05, -3.68)  -0.100
H (-0.33, -0.22, 0.66)  0.283

Properties
- HOMO level (spin up / spin down) (Ha) = -0.3288 / -0.3312
- 2S+1 = 1


--- b ---
ORCA calculation (wB97M-V/def2-TZVPD) on C2HBrF3NO as an isolated structure.

Each line ends with the Mulliken charge.
CARTESIAN COORDINATES (ANGSTROEM)
C (-0.18, 0.52, -0.90)  0.341
C (-2.63, -1.35, 0.46)  0.747
N (-2.76, -0.13, 0.69)  -0.380
O (0.08, -0.27, -0.07)  -0.395
F (-0.62, 0.09, -2.13)  -0.217
F (-3.17, -2.01, -0.57)  -0.198
F (-1.90, -2.12, 1.18)  -0.168
Br (-4.02, 0.78, -0.19)  0.000
H (-0.20, 1.71, -1.00)  0.269

Properties
- HOMO level (Ha) = -0.3790
- 2S+1 = 1


Q: Which of them is the least stable? A: a.